Molecular formula: C26H31FNO7Si
Method: DFT, the ωB97M-V functional and the def2-TZVPD basis

Geometry as XYZ:
```
67
C26H31FNO7Si, DFT the ωB97M-V functional and the def2-TZVPD basis
C -4.597 -1.916 -1.229
C -3.540 -0.837 -1.279
F -2.811 -0.911 -2.435
N -2.568 -0.910 -0.116
C -2.201 0.478 0.385
C -0.737 0.327 0.828
O -0.554 -1.117 0.822
C -1.209 -1.557 -0.320
Si -0.956 -3.462 -0.476
C -1.367 -4.343 1.109
C -1.988 -4.199 -1.852
C 0.848 -3.613 -0.909
H -4.327 -2.719 -1.903
H -4.705 -2.337 -0.235
H -5.544 -1.506 -1.556
H -4.011 0.138 -1.275
H -3.077 -1.324 0.661
H -2.222 1.216 -0.409
H -2.832 0.788 1.208
H -0.537 0.635 1.842
H -0.048 0.718 0.087
H -0.774 -1.086 -1.194
H -0.687 -4.093 1.917
H -1.247 -5.404 0.894
H -2.393 -4.209 1.440
H -1.626 -5.216 -1.982
H -3.032 -4.283 -1.569
H -1.894 -3.658 -2.787
H 1.430 -2.985 -0.237
H 1.008 -3.236 -1.917
H 1.187 -4.638 -0.828
C 0.730 3.405 4.849
C -0.151 2.821 4.044
C -1.580 3.204 4.051
O -2.379 2.662 3.307
C -2.004 4.265 4.993
C -1.129 4.855 5.802
C 0.309 4.475 5.795
O 1.108 5.009 6.527
H 1.780 3.140 4.862
H 0.130 2.039 3.351
H -3.054 4.526 4.979
H -1.413 5.633 6.499
C 0.045 0.448 -3.445
C 0.307 -0.332 -4.488
C 1.538 -0.120 -5.303
O 1.780 -0.833 -6.247
C 2.448 0.982 -4.895
C 2.174 1.762 -3.851
C 0.952 1.548 -3.049
O 0.696 2.217 -2.064
H -0.838 0.328 -2.838
H -0.341 -1.145 -4.794
H 3.344 1.105 -5.490
H 2.831 2.558 -3.533
C 5.258 0.366 -0.383
C 4.998 -0.169 0.807
C 3.865 0.315 1.639
O 3.615 -0.177 2.717
C 3.041 1.424 1.095
C 3.298 1.960 -0.094
C 4.424 1.465 -0.929
O 4.633 1.939 -2.025
H 6.074 0.027 -1.009
H 5.588 -0.974 1.226
H 2.228 1.766 1.724
H 2.706 2.763 -0.515
```

## Properties
Charge ... +1
E ... -1979.802846 Ha
Molar mass ... 516.62 g/mol
Highest occupied orbital energy ... -12.377 eV

Molecular formula: C26H31N3O5S
Method: DFT, the ωB97M-V functional and the def2-TZVPD basis

Geometry as XYZ:
```
66
C26H31N3O5S, DFT the ωB97M-V functional and the def2-TZVPD basis
C 2.158 5.479 4.787
H 1.426 4.820 5.262
O 1.930 5.579 3.399
C 1.915 4.442 2.663
C 1.583 4.600 1.312
C 1.517 3.504 0.481
C 1.785 2.246 0.992
C 2.138 2.079 2.314
C 2.214 3.173 3.154
H 2.480 3.025 4.187
H 2.356 1.086 2.672
S 1.620 0.800 -0.027
O 2.587 -0.183 0.379
O 1.628 1.190 -1.416
N 0.096 0.241 0.428
C -0.943 0.983 -0.257
H -0.928 0.749 -1.333
H -0.673 2.036 -0.141
C -2.356 0.762 0.279
H -3.033 1.321 -0.370
H -2.627 -0.291 0.208
C -2.562 1.255 1.713
N -2.000 0.383 2.709
C -1.003 0.755 3.532
O -0.428 1.825 3.509
C -0.765 -0.377 4.521
H 0.298 -0.594 4.606
C -1.583 -1.546 3.971
H -2.054 -2.133 4.756
C -2.619 -0.876 3.061
H -2.846 -1.471 2.174
H -3.561 -0.688 3.596
H -0.944 -2.208 3.386
H -1.121 -0.051 5.500
H -3.637 1.358 1.905
H -2.080 2.228 1.847
C -0.029 -1.204 0.482
C -0.279 -1.838 -0.859
C 0.636 -1.776 -1.854
C 0.377 -2.305 -3.151
C -0.856 -2.953 -3.355
C -1.168 -3.511 -4.596
C -0.272 -3.419 -5.640
C 0.943 -2.753 -5.440
C 1.284 -2.196 -4.227
C 2.583 -1.478 -4.045
H 3.106 -1.389 -4.994
H 2.416 -0.482 -3.638
H 3.221 -2.017 -3.346
H 1.629 -2.675 -6.271
C -0.580 -4.007 -6.982
H -1.549 -4.500 -6.981
H 0.182 -4.735 -7.257
H -0.584 -3.228 -7.743
H -2.118 -4.010 -4.729
N -1.746 -3.019 -2.316
C -1.570 -2.472 -1.068
O -2.466 -2.544 -0.233
H -2.636 -3.478 -2.476
H 1.582 -1.298 -1.658
H 0.916 -1.559 0.899
H -0.846 -1.463 1.155
H 1.271 3.604 -0.565
H 1.372 5.594 0.950
H 2.045 6.490 5.176
H 3.169 5.121 5.002
```

## Properties
Charge ... 0
E ... -1948.068935 Ha
Relative energy (zero: lowest compared OMol25 entry of this formula, charge and spin) ... 0.00 kJ/mol
Molar mass ... 497.62 g/mol
Structure (SMILES) ... COc1ccc(S(=O)(=O)N(CCCN2CCCC2=O)Cc2cc3c(C)cc(C)cc3[nH]c2=O)cc1
Highest occupied orbital energy ... -8.282 eV

Molecular formula: C26H31O4RuSe2Te
Method: DFT, the ωB97M-V functional and the def2-TZVPD basis

Geometry as XYZ:
```
65
C26H31O4RuSe2Te, DFT the ωB97M-V functional and the def2-TZVPD basis
Ru -0.684 1.144 0.262
C -2.597 2.968 0.547
C -1.401 3.484 0.012
C -1.200 2.882 -1.265
C -2.287 1.995 -1.498
C -3.131 2.042 -0.376
H -3.033 3.230 1.498
H -0.808 4.283 0.428
H -0.441 3.154 -1.981
H -2.439 1.398 -2.383
H -4.034 1.468 -0.245
C 3.468 -0.932 3.971
Se 2.966 -0.926 2.094
C 3.208 0.989 1.852
C 2.316 1.872 2.692
Se 0.465 1.283 2.705
C -0.273 2.943 3.383
H 4.401 -0.389 4.110
H 3.617 -1.970 4.257
H 2.679 -0.501 4.583
H 3.048 1.164 0.794
H 4.251 1.197 2.085
H 2.322 2.893 2.310
H 2.654 1.886 3.728
H -0.106 3.758 2.685
H 0.172 3.162 4.350
H -1.338 2.759 3.495
C 4.314 0.766 -6.374
C 3.436 0.511 -5.178
C 2.713 -0.668 -5.058
C 1.907 -0.934 -3.956
C 1.144 -2.235 -3.915
C 1.836 0.027 -2.936
Te 0.727 -0.479 -1.226
C 2.532 1.243 -3.044
C 2.471 2.334 -2.007
C 3.326 1.455 -4.167
H 4.254 -0.051 -7.093
H 5.359 0.871 -6.075
H 4.027 1.687 -6.885
H 2.770 -1.406 -5.851
H 1.265 -2.773 -4.855
H 0.077 -2.073 -3.751
H 1.493 -2.879 -3.105
H 1.506 2.365 -1.504
H 2.656 3.305 -2.467
H 3.235 2.184 -1.242
H 3.864 2.395 -4.256
O -2.153 0.402 2.133
C -2.397 -0.638 1.473
O -1.975 -0.773 0.284
C -3.184 -1.755 2.076
C -3.715 -1.635 3.351
C -4.449 -2.678 3.932
C -4.608 -3.811 3.176
O -5.279 -4.953 3.510
C -5.114 -5.852 2.404
O -4.396 -5.156 1.383
C -4.081 -3.929 1.909
C -3.366 -2.925 1.321
H -3.545 -0.715 3.893
H -4.871 -2.600 4.925
H -6.092 -6.139 2.025
H -4.539 -6.718 2.728
H -2.949 -3.007 0.327
```

## Properties
Charge ... 0
E ... -6475.966107 Ha
Relative energy (zero: lowest compared OMol25 entry of this formula, charge and spin) ... 28.65 kJ/mol
Molar mass ... 794.12 g/mol
Highest occupied orbital energy (spin up / spin down) ... -6.624 / -7.876 eV
Multiplicity ... 6

Molecular formula: C26H32BBrIN2O9
Method: DFT, the ωB97M-V functional and the def2-TZVPD basis

Geometry as XYZ:
```
72
C26H32BBrIN2O9, DFT the ωB97M-V functional and the def2-TZVPD basis
C 1.111 -3.585 1.413
C 0.801 -2.852 0.347
C 1.469 -1.518 0.066
C 0.396 -0.452 -0.036
C -0.427 -0.376 -1.177
C -0.201 -1.339 -2.330
C -1.393 -2.222 -2.668
O -2.005 -2.828 -1.881
I -1.903 -2.392 -4.795
C -1.420 0.603 -1.260
Br -2.502 0.732 -2.807
C -1.640 1.528 -0.223
C -2.727 2.569 -0.302
C -3.971 2.021 0.380
O -4.875 3.103 0.634
C -6.085 2.658 1.058
C -7.270 3.308 0.415
O -6.202 1.808 1.890
C -0.804 1.442 0.896
C 0.206 0.475 0.998
C 1.043 0.473 2.236
O 1.444 -0.531 2.764
C 1.327 1.820 2.820
N 2.555 2.065 3.500
C 2.476 1.794 4.954
C 3.662 1.425 2.917
C 3.768 1.385 1.417
O 4.543 0.966 3.593
C 0.370 2.747 2.723
B 0.478 4.233 3.275
O 1.013 4.534 4.489
O -0.034 5.235 2.478
C 0.714 5.537 1.295
C -0.909 2.406 2.046
O -1.942 2.880 2.436
H 2.089 -3.522 1.864
H 0.373 -4.267 1.809
H 0.067 -3.177 -0.374
H 2.200 -1.293 0.822
H 2.004 -1.584 -0.886
H 0.619 -2.010 -2.131
H 0.067 -0.767 -3.215
H -2.955 2.817 -1.331
H -2.414 3.485 0.184
H -3.677 1.564 1.317
H -4.444 1.262 -0.243
H -7.590 2.743 -0.454
H -8.071 3.328 1.143
H -7.018 4.327 0.140
H 3.230 2.372 5.467
H 1.510 2.146 5.294
H 2.548 0.736 5.185
H 3.503 0.386 1.089
H 3.188 2.145 0.900
H 4.810 1.527 1.154
H 1.700 5.207 4.447
H 0.160 6.295 0.755
H 1.678 5.974 1.552
H 0.835 4.641 0.686
C 3.216 -4.906 -3.871
C 1.781 -4.656 -4.162
O 1.121 -3.727 -3.846
N 1.018 -5.644 -5.045
C 1.317 -7.103 -4.908
H 3.538 -4.193 -3.119
H 3.376 -5.916 -3.491
H 3.805 -4.767 -4.781
H 1.182 -5.337 -6.010
H 0.033 -5.409 -4.864
H 2.337 -7.287 -5.230
H 0.625 -7.651 -5.542
H 1.174 -7.392 -3.871
```

## Properties
Charge ... +1
E ... -4692.970578 Ha
Molar mass ... 734.17 g/mol
Highest occupied orbital energy ... -11.206 eV

E of number 1 (C26H31FNO7Si)? -1979.802846 Ha

Look up the molar mass of the third one. 794.12 g/mol

Which value of molar mass does entry 1 give? 516.62 g/mol